# 1
Formula: C33H74FN2O14P
Source: OMol25
Level of theory: ωB97M-V/def2-TZVPD

## Properties
Molecular weight (u): 772.93
SMILES string: CNC[C@@H]1C[C@@]([C@@H](C)F)(P(C)O)NC1=O.COCCOCCOC.COCCOCCOC.COCCOCCOC.COCCOCCOC
Total energy (Eh): -2905.63571
Strongest force on any atom (eV/Å): 1.012

The geometry in XYZ format:
```
125
Properties=species:S:1:pos:R:3:forces:R:3:mulliken_charge:R:1
C 2.846439 0.386777 -4.114967 0.0 -0.2 0.0 -1.1469
N 2.187031 -0.613318 -3.276409 0.1 0.0 0.1 0.2999
C 2.566741 -1.994417 -3.521428 -0.2 -0.2 -0.4 -1.0982
C 3.526336 -2.607732 -2.478226 -0.1 0.1 -0.1 0.9906
C 3.170784 -2.249514 -1.031978 0.3 -0.1 0.0 -1.7581
C 4.113410 -1.071134 -0.630889 -0.4 0.6 -0.3 1.3783
C 3.339752 0.231316 -0.391394 0.2 -0.1 0.1 0.1355
C 2.125714 0.143416 0.521088 -0.2 0.1 -0.3 -1.1060
F 4.270267 1.177981 0.155457 -0.2 -0.1 -0.1 -0.4732
P 5.290786 -1.642331 0.730533 0.1 0.0 0.1 -0.0586
C 4.565557 -1.088031 2.322701 0.0 -0.1 0.1 -0.4742
O 6.481931 -0.512000 0.567929 0.1 0.1 -0.1 -0.4884
N 4.980639 -0.897110 -1.820274 0.3 -0.9 0.2 -0.2883
C 4.909448 -2.011514 -2.647925 0.3 0.1 -0.3 -0.5584
O 5.805312 -2.374043 -3.385718 -0.6 0.2 0.2 -0.6699
H 3.866251 0.066152 -4.337004 -0.1 0.0 0.1 0.3641
H 2.332077 0.532851 -5.072596 0.0 0.1 0.0 0.3245
H 2.912142 1.341716 -3.585766 0.0 0.0 -0.1 0.3392
H 1.183407 -0.529133 -3.350101 0.0 0.0 0.0 -0.0112
H 1.653602 -2.599524 -3.547242 0.1 0.0 0.1 0.1406
H 3.037097 -2.104994 -4.509745 -0.1 0.0 0.1 0.3352
H 3.543111 -3.685727 -2.655319 0.2 0.1 0.0 0.6507
H 2.109302 -2.018810 -0.948120 0.1 0.1 0.2 0.3927
H 3.420519 -3.095008 -0.382798 -0.3 0.0 0.0 0.5732
H 3.041073 0.627573 -1.361995 0.1 0.0 0.1 -0.0058
H 1.226680 0.026428 -0.093980 0.1 0.0 0.1 0.5137
H 2.010177 1.086821 1.063141 0.1 -0.2 0.0 0.0330
H 2.155647 -0.692091 1.218673 0.1 0.1 0.1 0.2971
H 4.053363 -0.131518 2.290468 0.0 0.1 0.0 -0.1291
H 5.422456 -0.980605 2.997406 -0.1 -0.1 0.0 0.3425
H 3.901570 -1.853873 2.731126 0.0 0.1 0.0 0.3503
H 6.136136 0.390389 0.629451 0.0 0.0 0.0 0.3883
H 5.954918 -0.663359 -1.652521 -0.1 0.4 0.1 0.3744
C -3.188129 -3.124630 -6.974239 -0.1 -0.1 0.0 -0.9415
O -3.275477 -2.997710 -5.572088 0.2 0.2 -0.1 -0.1500
C -2.287861 -3.710582 -4.853831 -0.1 -0.1 0.0 -0.6225
C -1.803827 -2.926306 -3.655861 0.0 -0.1 0.2 -0.5172
O -1.015185 -1.787788 -3.957802 0.2 0.1 0.0 -0.2331
C -1.637718 -0.656052 -4.546256 0.0 0.1 -0.1 -0.3200
C -2.556476 0.124512 -3.633340 -0.2 0.1 0.0 -0.6803
O -3.754360 -0.575375 -3.353275 0.2 -0.2 0.0 -0.1731
C -4.186287 -0.476776 -2.014280 -0.1 0.1 -0.1 -0.6300
H -3.573406 -4.091695 -7.316171 0.1 0.0 0.0 0.3052
H -3.794600 -2.332727 -7.411552 0.0 0.0 0.0 0.2301
H -2.156918 -3.007159 -7.323490 0.0 0.0 0.0 0.4443
H -1.439140 -3.959335 -5.500642 0.0 0.1 0.0 0.3844
H -2.718983 -4.650499 -4.482799 0.1 -0.1 0.0 0.3973
H -1.135244 -3.585085 -3.095626 0.0 0.0 0.0 0.4399
H -2.639615 -2.670394 -3.001370 -0.1 0.0 -0.1 0.1015
H -2.144406 -0.914663 -5.477206 -0.1 -0.1 0.1 0.0840
H -0.808286 0.010368 -4.800341 0.0 0.0 0.0 0.4412
H -2.806546 1.065037 -4.141656 0.1 0.1 0.1 0.3888
H -2.025644 0.372388 -2.706939 0.0 -0.1 0.0 0.3721
H -3.367209 -0.677693 -1.314600 0.0 0.0 0.0 0.3575
H -4.962419 -1.226037 -1.866077 0.0 0.0 0.0 0.0561
H -4.607103 0.510833 -1.798218 0.0 0.0 0.0 0.2893
C -6.270025 -3.938846 -4.996356 0.0 -0.1 0.0 -0.7764
O -7.462842 -4.096780 -4.257811 -0.1 0.2 -0.1 -0.3787
C -7.360788 -3.688255 -2.908472 0.1 -0.2 0.0 -0.0218
C -8.596733 -2.956232 -2.437099 -0.1 -0.1 0.1 -0.3844
O -8.760146 -1.657908 -2.976631 0.0 0.1 0.1 -0.4265
C -9.174947 -1.523905 -4.323690 0.1 0.1 -0.1 -0.2433
C -10.637314 -1.815766 -4.571412 -0.1 0.0 -0.1 -0.5769
O -10.935782 -3.194735 -4.450411 0.1 0.0 0.2 -0.3087
C -12.139715 -3.470955 -3.773078 0.0 0.0 -0.1 -0.7765
H -5.542675 -4.720196 -4.746554 0.1 0.1 0.0 0.3473
H -6.523580 -4.024287 -6.052639 0.0 -0.1 0.0 0.3315
H -5.810346 -2.961484 -4.825065 0.0 0.0 0.0 0.3314
H -6.486450 -3.042059 -2.766780 0.0 0.0 0.0 -0.1987
H -7.233218 -4.576582 -2.274013 0.1 0.0 0.1 0.4025
H -8.471954 -2.791205 -1.363652 0.0 0.0 0.0 0.4130
H -9.488446 -3.571063 -2.577286 0.0 0.0 -0.1 0.1476
H -8.542133 -2.100211 -5.001559 -0.1 -0.1 0.1 0.1020
H -9.026297 -0.465240 -4.551204 0.0 0.0 0.0 0.3770
H -10.875177 -1.489799 -5.592828 0.0 0.1 0.0 0.3672
H -11.245901 -1.225648 -3.877344 0.0 0.0 0.0 0.3446
H -12.211602 -2.904947 -2.837857 0.0 0.0 0.0 0.3536
H -12.143912 -4.533897 -3.536873 0.0 0.0 0.0 0.2333
H -13.013632 -3.244376 -4.394264 0.0 0.0 0.0 0.3287
C -1.174089 5.436402 7.146108 0.0 -0.1 0.1 -0.7748
O -1.390915 4.222349 6.464380 0.2 0.1 -0.2 -0.3007
C -2.532237 4.215675 5.627990 -0.1 0.0 0.2 -0.5550
C -2.280634 3.475187 4.334413 -0.1 -0.1 0.0 -0.2920
O -1.419922 4.136908 3.425561 0.0 0.0 -0.1 -0.4476
C -0.030646 4.162994 3.694418 0.1 0.1 0.0 -0.4642
C 0.690898 2.859503 3.439672 0.2 -0.1 0.0 0.2169
O 0.364309 1.868820 4.396989 -0.3 0.1 0.0 -0.3337
C 0.175907 0.582412 3.854643 0.1 0.0 0.0 -0.6170
H -1.865265 5.555481 7.987956 0.0 0.0 0.0 0.3234
H -0.155672 5.417208 7.530994 0.0 0.0 0.0 0.2346
H -1.277754 6.296216 6.475492 0.0 0.0 0.0 0.3524
H -2.852301 5.238788 5.400914 0.0 0.0 0.0 0.3478
H -3.355934 3.710054 6.149759 -0.1 0.1 0.0 0.3704
H -3.239921 3.422483 3.813522 0.0 0.0 0.0 0.3839
H -1.952569 2.452372 4.532042 0.1 0.1 0.1 0.1134
H 0.182266 4.534568 4.698784 -0.1 -0.1 0.1 0.1666
H 0.372664 4.886081 2.980783 0.0 0.0 0.0 0.3852
H 1.770371 3.058936 3.489222 0.0 0.0 -0.1 -0.1099
H 0.456812 2.511238 2.426877 -0.1 0.0 0.0 0.2226
H -0.475882 0.612027 2.973881 0.0 0.0 0.0 0.3565
H -0.301012 -0.030858 4.617404 0.1 0.0 0.0 0.3092
H 1.133778 0.125744 3.578145 0.0 0.0 -0.1 0.1379
C 8.771296 1.301100 7.682939 -0.1 0.0 0.1 -0.7833
O 7.763081 2.013871 7.004353 0.1 0.0 -0.2 -0.2692
C 7.952915 3.416076 6.979119 -0.1 0.0 0.2 -0.5663
C 7.563626 4.016595 5.647481 -0.1 0.1 0.0 -0.2198
O 8.442160 3.718634 4.578534 0.1 0.1 0.0 -0.4236
C 8.417480 2.420480 4.013693 0.1 -0.1 0.0 -0.5869
C 7.226215 2.133557 3.128691 0.0 -0.2 -0.1 -0.2953
O 6.025537 2.008264 3.872068 0.0 0.2 0.1 -0.2977
C 4.910845 2.638086 3.282715 -0.1 -0.1 0.0 -0.7960
H 8.669457 1.394239 8.770073 0.0 0.0 0.0 0.3178
H 8.668396 0.251578 7.411484 0.0 0.0 0.0 0.2344
H 9.769802 1.641223 7.388030 0.0 0.0 0.0 0.3541
H 8.996574 3.669469 7.196761 0.0 0.0 0.0 0.3472
H 7.323153 3.876377 7.752474 0.1 0.1 0.0 0.3652
H 7.631681 5.101260 5.762957 0.0 0.0 0.0 0.3850
H 6.527813 3.772721 5.401561 0.0 -0.1 0.0 0.0551
H 8.531030 1.644938 4.773799 -0.1 0.0 0.0 0.1950
H 9.299422 2.384641 3.369441 0.0 0.0 0.0 0.3979
H 7.422345 1.186902 2.606322 0.0 0.0 -0.1 0.1883
H 7.135349 2.926111 2.377152 0.0 0.0 0.0 0.4181
H 5.144197 3.659997 2.963431 0.0 0.0 0.0 0.5685
H 4.125832 2.679352 4.037821 0.0 0.0 0.0 0.1899
H 4.538315 2.080049 2.418113 0.0 0.0 -0.1 0.2263
```
Forces are in eV/Å.

# 2
Formula: C10H11N3OS
Source: OMol25
Level of theory: ωB97M-V/def2-TZVPD

## Properties
Molecular weight (u): 221.29
ΔE to the lowest compared entry with this formula, charge and spin (kJ/mol): 279.7
Total energy (Eh): -1024.45154
Total charge: +2
Strongest force on any atom (eV/Å): 4.011

The geometry in XYZ format:
```
26
Properties=species:S:1:pos:R:3:forces:R:3:mulliken_charge:R:1
C -3.117088 1.571842 0.340808 -0.6 -1.5 -0.5 0.4717
C -1.543523 -1.462986 0.268362 1.9 1.2 0.2 -0.0894
C -4.299840 1.357000 -0.329632 2.9 0.2 1.2 -0.5821
C -4.619346 0.131008 -0.917712 -1.2 -1.3 -0.5 -0.3892
C -3.739094 -0.852718 -0.694079 2.3 0.5 1.3 0.4716
C -0.897050 0.709877 1.045166 -0.6 2.7 0.5 -0.1350
C 2.458667 1.786653 -0.221537 -1.4 -2.6 -2.7 -0.6752
C 2.943780 -1.049170 0.221605 -0.8 2.5 -2.5 -0.1350
C 3.907344 -0.607800 -0.846942 -2.4 -0.5 0.5 -0.4851
C 0.715194 -1.044897 1.106291 0.9 0.0 0.6 -0.6859
N -2.103693 1.050484 0.718605 -0.1 1.0 0.0 -0.0766
N -2.643702 -1.102347 -0.220289 -3.3 -0.2 -1.4 -0.0769
N -0.632074 -0.541525 0.808344 0.6 -2.3 -0.5 0.1237
O 1.645629 -0.895545 0.008916 -1.6 0.0 -1.4 -0.3383
S 3.854553 0.704094 0.317881 0.0 2.6 1.8 0.1615
H -4.844901 2.179005 -0.562955 -2.0 2.2 -0.5 0.4761
H -5.578811 0.020970 -1.455079 0.8 0.0 0.3 0.4138
H 1.917794 2.495763 0.367937 0.4 0.0 1.7 0.4148
H 1.635695 1.039553 -0.646450 1.8 1.7 0.8 0.1461
H 2.819596 2.370621 -1.047957 0.4 0.1 -0.6 0.3843
H 3.126711 -1.374933 1.153857 1.7 -2.1 2.8 0.6202
H -1.129336 -2.375776 0.036899 0.5 -2.2 -0.3 0.4515
H 3.467683 -0.278833 -1.757281 -0.6 -0.2 -0.8 0.2651
H 4.822040 -1.094348 -0.989811 1.4 -0.6 0.2 0.3910
H 0.677973 -2.081939 1.255947 -0.6 -1.6 0.3 0.3977
H 1.155793 -0.654051 2.039094 -0.6 0.6 -0.5 0.4795
```
Forces are in eV/Å.

# 3
Formula: C5H6O2
Source: OMol25
Level of theory: ωB97M-V/def2-TZVPD

## Properties
Molecular weight (u): 98.10
SMILES string: C=C=CC.O=C=O
ΔE to the lowest compared entry with this formula, charge and spin (kJ/mol): 161.1
Total energy (Eh): -344.54054
Strongest force on any atom (eV/Å): 3.799

The geometry in XYZ format:
```
13
Properties=species:S:1:pos:R:3:forces:R:3:mulliken_charge:R:1
C -1.165640 -0.504053 0.195302 -1.0 -0.7 -2.2 0.2468
C 2.548344 -0.213134 1.236081 0.8 1.7 1.2 0.7221
C -0.877184 -0.949355 1.334104 -0.9 1.4 3.4 -0.8192
C -1.275288 -0.212866 -1.042896 1.3 2.1 -1.8 -0.3759
C -0.386233 1.022411 -1.484263 -2.0 -1.6 -0.7 -0.8416
O 2.906426 -1.081222 0.584402 -0.1 -1.6 -1.2 -0.3459
O 2.368508 0.704933 1.923283 -0.7 -0.1 -0.1 -0.3765
H -1.293756 -0.475211 2.229076 0.0 -0.4 -0.2 0.2131
H -0.077821 -1.580128 1.452625 1.6 -1.8 0.4 0.3907
H -1.983078 -0.532931 -1.774797 -0.4 -0.7 0.0 0.3765
H -0.620115 1.313554 -2.525449 0.1 0.0 0.7 0.2948
H 0.655696 0.836276 -1.368406 0.7 -0.1 0.2 0.2254
H -0.799857 1.671726 -0.759062 0.4 1.8 0.2 0.2896
```
Forces are in eV/Å.

total energy of number 3 (C5H6O2)?
-344.54054 Eh